[1]
Below is a cluster of 2 separate species, C3H8O4 in total in a non-equilibrium geometry, with properties calculated with the ωB97M-V functional and the def2-TZVPD basis.

```
15
Properties=species:S:1:pos:R:3
O 1.14696 -1.34390 -0.57650
C 0.17954 -1.15082 0.18375
O -0.99518 -1.89226 -0.00428
C 0.14036 -0.24446 1.41576
C 0.20732 1.26743 1.44792
O -0.42140 2.08521 0.32410
H -0.67687 -2.68216 -0.54273
H -0.83590 -0.49439 1.96406
H 0.87693 -0.73227 2.07274
H -0.27648 1.53521 2.35281
H 1.33620 1.56831 1.50941
H -1.12899 1.53540 -0.08329
H 0.00184 0.58838 -3.23629
H -0.05539 0.27839 -1.72054
O -0.03097 1.04722 -2.31842
```

E_HOMO (alpha / beta) in eV: -15.5 / -15.4
Net charge: +1
E_LUMO (alpha / beta) in eV: -4.13 / -10.71
DFT total energy in eV: -11418.96899
Multiplicity: 2
Energy relative to the best compared isomer or geometry (same formula, charge and spin) in eV: 2.2179


[2]
Below is a structure of composition C20H17FeN3OSe in a non-equilibrium geometry, with properties calculated with the ωB97M-V functional and the def2-TZVPD basis.

```
43
Properties=species:S:1:pos:R:3
Fe -0.20415 0.35855 -0.44207
C 1.76532 1.04576 3.50207
C 1.34657 0.63602 2.13116
N 0.31584 1.06591 1.52203
N -0.48082 2.05413 2.00942
C -1.20381 2.50151 1.01052
O -1.10407 2.03585 -0.20165
C -2.15759 3.59744 1.25480
C -2.59665 3.87986 2.54663
C -3.48869 4.91807 2.75651
C -3.93349 5.68264 1.68414
C -3.49206 5.40477 0.39784
C -2.61023 4.35848 0.18083
C 2.14711 -0.29095 1.30046
C 3.34556 -0.83478 1.72141
C 4.08653 -1.61063 0.84371
C 3.60678 -1.84264 -0.43390
C 2.38852 -1.28995 -0.78010
N 1.68110 -0.52389 0.05933
H 1.04406 1.75337 3.89821
H 2.75227 1.51198 3.49169
H 1.81122 0.17428 4.15891
H -2.24295 3.27757 3.37180
H -3.83682 5.13384 3.75801
H -4.62602 6.49691 1.85366
H -3.83527 6.00431 -0.43499
H -2.25957 4.12885 -0.81599
H 3.69813 -0.64264 2.72473
H 5.03341 -2.03143 1.15515
H 4.15916 -2.43390 -1.14931
H 1.96084 -1.46396 -1.75956
Se -1.81725 -1.22791 -0.02766
C -3.55560 -0.49734 0.02144
C -4.30467 -0.68552 1.17979
C -5.58214 -0.15374 1.24311
C -6.10333 0.54236 0.15945
C -5.35518 0.70241 -1.00142
C -4.07233 0.18809 -1.07679
H -3.89462 -1.24083 2.01276
H -6.17433 -0.29385 2.13737
H -7.09952 0.95978 0.21835
H -5.77199 1.22787 -1.85008
H -3.48279 0.31013 -1.97497
```

E_HOMO (alpha / beta) in eV: -11.3 / -11.3
Net charge: +1
E_LUMO (alpha / beta) in eV: -3.74 / -5.44
DFT total energy in eV: -127261.15626
Multiplicity: 6
Energy relative to the best compared isomer or geometry (same formula, charge and spin) in eV: 0.3481


[3]
Below is a cluster of 2 separate species, C9H24BrO4PSi in total in a non-equilibrium geometry, with properties calculated with the ωB97M-V functional and the def2-TZVPD basis.

```
40
Properties=species:S:1:pos:R:3
C 1.65276 4.08931 -0.68514
C 2.79304 4.28009 -1.69585
C 3.99781 3.36655 -1.49565
Si 3.67892 1.52399 -1.73557
Br 4.88794 3.70541 0.21202
H 1.61120 3.09135 -0.24909
H 0.70681 4.23291 -1.21045
H 1.67892 4.81589 0.12332
H 2.41937 4.20815 -2.71850
H 3.15720 5.30498 -1.58497
H 4.73463 3.65226 -2.24891
H 4.95552 0.78850 -1.66266
H 2.97704 1.27049 -3.01372
H 2.77381 1.03501 -0.67104
C -0.28361 0.10578 2.68914
C -1.53026 -0.74494 2.85216
O -2.26594 -0.85115 1.63560
P -1.83236 -1.94040 0.51084
O -1.69485 -3.24475 1.18549
O -3.21560 -2.06319 -0.31712
C -3.89834 -3.31010 -0.44269
C -4.93440 -3.48134 0.65026
O -1.25977 -0.91017 -0.60285
C 0.14737 -0.72186 -0.82056
C 0.97387 -1.97440 -0.62184
H 0.45993 -0.40636 2.07155
H 0.17448 0.30937 3.65756
H -0.52393 1.05399 2.20715
H -1.27337 -1.73543 3.23523
H -2.19913 -0.27705 3.57463
H -3.19186 -4.13910 -0.44911
H -4.38886 -3.30167 -1.41731
H -4.51349 -3.27584 1.63375
H -5.33763 -4.49507 0.64422
H -5.75870 -2.78258 0.49911
H 0.50543 0.08815 -0.17977
H 0.26008 -0.37749 -1.84932
H 0.89424 -2.34933 0.40420
H 2.02522 -1.77126 -0.82427
H 0.63652 -2.76869 -1.28988
```

Structure (SMILES): CC[C@H]([SiH3])Br.CCOP(=O)(OCC)OCC
E_HOMO in eV: -10.2
E_LUMO in eV: 0.57
DFT total energy in eV: -105122.45306
Multiplicity: 1
Energy relative to the best compared isomer or geometry (same formula, charge and spin) in eV: 0.0000


[4]
Below is an isolated molecule of C3HCl2NO in a non-equilibrium geometry, with properties calculated with the ωB97M-V functional and the def2-TZVPD basis.

```
8
Properties=species:S:1:pos:R:3
N 2.67400 -0.05896 0.01113
C 1.56850 -0.36673 0.04776
C 0.14449 -0.74186 0.02542
O -0.20363 -1.89387 0.08043
C -0.64711 0.55016 -0.03923
Cl -1.74143 0.59018 -1.44309
Cl -1.70696 0.52237 1.45839
H -0.08785 1.39869 -0.14080
```

Structure (SMILES): N#CC(=O)C(Cl)Cl
E_HOMO in eV: -11.7
E_LUMO in eV: -1.53
DFT total energy in eV: -31708.04696
Multiplicity: 1
Energy relative to the best compared isomer or geometry (same formula, charge and spin) in eV: 0.3588


[5]
Below is a structure of composition C5H8N2 in a non-equilibrium geometry, with properties calculated with the ωB97M-V functional and the def2-TZVPD basis.

```
15
Properties=species:S:1:pos:R:3
C -1.27651 -0.47532 0.85581
C 0.01363 0.32888 0.52645
C 1.21794 -0.56528 0.33096
N 1.21164 -0.61953 -1.15061
C 0.63687 0.71239 -1.15778
C -0.68501 1.18411 -1.22517
N -1.68307 1.76774 -1.09455
H -1.47339 -1.29904 0.15798
H -1.09765 -0.94034 1.84601
H -2.19482 0.11936 0.94426
H 0.05898 1.18029 1.21015
H 1.17353 -1.53708 0.81120
H 2.09295 0.00450 0.64999
H 0.55814 -1.31897 -1.48823
H 1.44677 1.45827 -1.21648
```

E_HOMO in eV: -8.9
E_LUMO in eV: 0.79
DFT total energy in eV: -8291.13184
Multiplicity: 1
Energy relative to the best compared isomer or geometry (same formula, charge and spin) in eV: 3.8645


[6]
Below is the ion C6H10N3OS with charge +1 in a non-equilibrium geometry, with properties calculated with the ωB97M-V functional and the def2-TZVPD basis.

```
21
Properties=species:S:1:pos:R:3
C 1.71406 -1.62566 1.06850
C 1.84176 -0.52752 -0.12729
O 2.64983 -0.77187 -1.05418
N 0.94676 0.64634 -0.02704
C 1.36142 1.78544 -0.90362
C -0.42859 0.20224 -0.27248
C -1.04414 -0.74529 -1.32023
N -2.47742 -0.79976 -0.98258
C -2.75306 0.03557 0.16866
N -1.50353 0.64666 0.60466
S -1.39769 1.68978 1.99199
H 1.56736 -1.00334 2.03396
H 2.65340 -2.26924 1.08364
H 0.74576 -2.22552 0.88056
H 2.12451 2.42301 -0.31005
H 0.48185 2.50713 -1.11922
H 1.84746 1.48877 -1.89182
H -0.48758 -1.30071 -2.14056
H -3.22362 -1.35005 -1.43808
H -3.77139 0.18696 0.68229
H -0.84715 1.00707 3.07291
```

Structure (SMILES): CC(=O)N(C)c1c[nH]c[n+]1S
E_HOMO in eV: -13.5
Net charge: +1
E_LUMO in eV: -4.42
DFT total energy in eV: -23727.16401
Multiplicity: 1
Energy relative to the best compared isomer or geometry (same formula, charge and spin) in eV: 3.4300


[7]
Below is the ion C8H15N2O3 with charge +1 in a non-equilibrium geometry, with properties calculated with the ωB97M-V functional and the def2-TZVPD basis.

```
28
Properties=species:S:1:pos:R:3
C 0.02816 -4.24635 0.17346
C 0.15725 -2.72862 0.02804
O -0.10782 -2.28014 -1.24993
C 0.53699 -1.98704 1.07036
C 0.69829 -0.58327 1.38726
C 0.38529 0.46998 0.61876
N -0.16000 0.32790 -0.67440
C -1.03815 1.24064 -1.28682
O -0.84953 1.27544 -2.61066
N -0.62981 2.67221 -0.74238
C -0.71921 2.60739 0.72593
C 0.57664 1.95668 1.16281
O 1.74883 2.44685 0.38619
H 0.82247 -4.65057 -0.57155
H -0.97301 -4.48382 -0.12851
H 0.26693 -4.47644 1.13238
H -0.62133 -2.96130 -1.68919
H 0.98514 -2.59111 1.85098
H 1.30211 -0.27973 2.25328
H -0.22765 -0.62371 -0.96954
H -2.17541 1.04194 -1.27608
H 0.10393 1.34162 -2.79163
H 0.45327 2.57552 -1.00301
H -1.11657 3.47989 -1.27398
H -1.56264 1.95745 1.15597
H -0.85961 3.59662 1.23672
H 0.62745 1.92793 2.18501
H 2.34796 2.97405 0.90054
```

Structure (SMILES): C/C(O)=C/C=C1\N[C@H](O)[NH2+]C[C@@H]1O
E_HOMO in eV: -11.0
Net charge: +1
E_LUMO in eV: -2.82
DFT total energy in eV: -17653.07582
Multiplicity: 1
Energy relative to the best compared isomer or geometry (same formula, charge and spin) in eV: 3.5479


[8]
Below is a cluster of 2 separate species, C4H10O2 in total in a non-equilibrium geometry, with properties calculated with the ωB97M-V functional and the def2-TZVPD basis.

```
16
Properties=species:S:1:pos:R:3
C -0.41358 2.65705 0.17956
C -0.35687 1.20768 -0.23455
C 0.80608 0.55359 -0.31802
C 0.87215 -0.93613 -0.44777
O 2.00294 1.20299 -0.34346
H 0.58827 3.04398 -0.01261
H -0.59794 2.94037 1.20864
H -1.04062 3.17356 -0.53910
H -1.23589 0.60574 -0.40136
H -0.05316 -1.49370 -0.34679
H 1.36834 -1.20791 0.47121
H 1.47806 -1.26935 -1.29170
H 2.68660 0.53021 -0.35812
O -2.47869 -3.68088 1.02263
H -1.81223 -4.35410 1.12068
H -2.68367 -3.68396 0.08181
```

Structure (SMILES): C/C=C(/C)O.O
E_HOMO in eV: -8.3
E_LUMO in eV: 0.68
DFT total energy in eV: -8404.18152
Multiplicity: 1
Energy relative to the best compared isomer or geometry (same formula, charge and spin) in eV: 1.3655


[9]
Below is a structure of composition C11H15AlF3I2O10, with properties calculated with the ωB97M-V functional and the def2-TZVPD basis.

```
42
Properties=species:S:1:pos:R:3
C 1.24822 -2.80284 3.28773
O 0.28590 -2.22294 2.43984
C -0.97110 -1.94278 3.11462
Al -2.22762 -3.49584 3.22321
I -4.40619 -2.57654 4.31862
I -1.24482 -5.42864 4.64552
H 2.03714 -2.08255 3.54034
H 0.79868 -3.16220 4.21385
H 1.70915 -3.65735 2.78774
H -1.48759 -1.21598 2.47653
H -0.77969 -1.43136 4.06683
H -2.60606 -4.02487 1.76978
C -0.99972 0.08155 -0.14536
C -0.59493 1.35736 -0.84277
O -1.69715 1.63838 -1.67009
C -2.80987 1.06071 -1.08881
O -3.91821 1.29941 -1.41984
O -2.42708 0.22371 -0.11063
F 0.51446 1.18933 -1.62624
H -0.73673 -0.80027 -0.73107
H -0.58996 -0.01454 0.85599
H -0.42103 2.20066 -0.17301
C -0.84550 1.92536 -4.65431
C 0.33735 1.18939 -5.25442
O 0.11195 1.32657 -6.64380
C -0.63818 2.44793 -6.84918
O -0.81103 2.95839 -7.90273
O -1.13582 2.89000 -5.67445
F 0.35913 -0.12456 -4.93368
H -1.69486 1.25296 -4.53257
H -0.62943 2.41957 -3.71475
H 1.31109 1.61882 -5.01228
C 2.35469 0.87112 1.24664
C 3.27282 0.22321 2.26282
O 2.92278 0.90215 3.45231
C 1.63665 1.34529 3.34108
O 0.97836 1.75841 4.22772
O 1.23158 1.23861 2.04604
F 4.58316 0.44393 1.99029
H 2.81268 1.76702 0.82377
H 2.05121 0.19920 0.44882
H 3.11557 -0.84580 2.39989
```

E_HOMO in eV: -5.4
Net charge: -1
E_LUMO in eV: 1.90
DFT total energy in eV: -63081.43537
Multiplicity: 1


[10]
Below is a structure of composition C17H41F6HfO22S5 in a non-equilibrium geometry, with properties calculated with the ωB97M-V functional and the def2-TZVPD basis.

```
92
Properties=species:S:1:pos:R:3
Hf -0.41316 4.96239 -1.58635
C 3.83877 3.26575 -2.92780
F 5.06387 3.49739 -3.36175
F 3.42762 2.20381 -3.62952
F 3.80226 3.03140 -1.62488
S 2.83188 4.77831 -3.32719
O 1.49086 4.56615 -2.66932
O 3.42959 5.95460 -2.73469
O 2.80959 4.86854 -4.75223
C -1.99607 2.04597 -5.24138
F -1.00601 1.18059 -5.02386
F -2.40935 1.89519 -6.48608
F -2.99872 1.92827 -4.37761
S -1.18604 3.77246 -5.07920
O -2.08368 4.73361 -5.65913
O -1.03755 3.97231 -3.59598
O 0.07721 3.65789 -5.73870
C 0.96074 0.67497 -1.83113
C -0.14285 1.41635 -1.03320
C -0.07510 1.00222 0.44177
O -0.20215 2.81031 -1.18512
H 0.84477 0.87927 -2.89743
H 0.86932 -0.41191 -1.86453
H 1.92189 0.96860 -1.41123
H -1.07424 1.05465 -1.48635
H -0.77438 1.62545 0.99786
H 0.91195 1.10922 0.89972
H -0.27080 -0.06828 0.50201
O -4.31206 0.24169 4.84314
S -4.29695 -0.96872 4.07839
O -3.76975 -2.17675 4.64821
O -5.79829 -1.38889 3.60255
C -6.56345 -1.98027 4.66944
C -6.68974 -3.49649 4.48266
C -3.53378 -0.74103 2.45806
H -7.53751 -1.51878 4.83092
H -6.08672 -1.74272 5.62442
H -6.97980 -3.76298 3.46423
H -7.54476 -3.76854 5.10404
H -5.80434 -4.09233 4.68755
H -2.47020 -0.53240 2.50487
H -4.02695 0.12775 2.01589
H -3.91976 -1.59277 1.90307
O 2.20893 -0.32869 3.44896
S 1.47484 -1.54216 3.26309
O 0.12573 -1.42037 2.75714
O 2.38196 -2.58364 2.45683
C 1.82241 -3.79788 1.97087
C 2.88820 -4.46756 1.06426
C 1.20023 -2.34053 4.82641
H 1.02544 -3.55320 1.26705
H 1.46892 -4.53200 2.69413
H 3.86314 -4.47022 1.55264
H 2.94030 -3.92309 0.12456
H 2.64991 -5.51923 0.91220
H 1.90153 -2.00348 5.58731
H 1.40754 -3.41548 4.84738
H 0.13768 -2.35732 5.05478
O 3.25845 -0.97745 -6.43733
S 2.44631 -2.07247 -6.02372
O 1.52229 -2.69524 -6.92374
O 3.39650 -3.17779 -5.30548
C 2.86883 -4.48869 -5.07563
C 2.56643 -4.61627 -3.54308
C 1.55652 -1.46805 -4.56701
H 3.67189 -5.19823 -5.25948
H 1.94958 -4.72114 -5.60432
H 2.86332 -3.70163 -3.02557
H 3.12357 -5.36712 -2.98538
H 1.48597 -4.73884 -3.47184
H 1.17631 -2.37601 -4.10213
H 0.80757 -0.75597 -4.89905
H 2.31763 -1.04350 -3.91643
O 3.38401 1.66954 1.82520
H 3.45591 1.21851 0.97902
H 3.16567 0.96666 2.45829
O 1.31782 4.72024 0.08795
H 1.26850 3.90950 0.62250
H 1.99528 5.26571 0.51586
O -2.57611 4.25547 -1.50266
H -3.27975 4.73712 -1.96660
H -2.94722 3.38069 -1.31708
C -0.84084 1.54223 3.65962
C -0.89223 1.26919 5.15448
O -0.08884 2.22925 5.77996
C 0.21984 3.21286 4.90076
O 0.62297 4.30123 5.13868
O -0.01918 2.75376 3.65018
H -1.79142 1.84132 3.21706
H -0.30931 0.84609 3.02203
H -0.56854 0.23441 5.28650
H -1.90064 1.31723 5.56670
```

E_HOMO in eV: -12.9
Net charge: +1
E_LUMO in eV: -7.15
DFT total energy in eV: -135115.65493
Multiplicity: 1
Energy relative to the best compared isomer or geometry (same formula, charge and spin) in eV: 0.0000


[11]
Below is an isolated molecule of C2H4N2OS2 in a non-equilibrium geometry, with properties calculated with the ωB97M-V functional and the def2-TZVPD basis.

```
11
Properties=species:S:1:pos:R:3
C -0.12820 0.22349 0.59614
C -1.57253 -0.43183 0.23299
N 1.33992 -1.01393 -0.98651
N 0.33171 1.03206 -0.33738
O 0.64847 -0.24824 1.34530
S 1.82320 1.80076 0.32760
S 2.40642 -0.38589 -0.26291
H -1.94608 -0.57319 1.19505
H -1.25926 -1.43627 -0.19895
H -1.83797 0.00268 -0.63868
H 0.19432 1.03036 -1.27264
```

E_HOMO in eV: -9.1
E_LUMO in eV: -0.90
DFT total energy in eV: -28832.34488
Multiplicity: 1
Energy relative to the best compared isomer or geometry (same formula, charge and spin) in eV: 4.7383


[12]
Below is a structure of composition C12H14BrCl2F5KN2O in a non-equilibrium geometry, with properties calculated with the ωB97M-V functional and the def2-TZVPD basis.

```
38
Properties=species:S:1:pos:R:3
K -0.35707 0.15275 -0.16623
C -2.88327 -0.94475 5.19111
C -1.60003 -0.50271 4.55525
C -0.46236 -0.18001 5.28530
C 0.70712 0.19059 4.64943
C 0.67990 0.22675 3.26383
Br 2.26642 0.71364 2.29996
N -0.37769 -0.04589 2.54541
C -1.48965 -0.41833 3.17365
H -2.82344 -0.90539 6.27950
H -3.13455 -1.97017 4.91591
H -3.71967 -0.31399 4.88631
H -0.49199 -0.23140 6.36855
H 1.59979 0.43000 5.20749
H -2.33952 -0.66861 2.54722
N -1.55771 -0.14727 -3.35452
C -0.88185 1.08551 -2.88175
O -1.34625 1.54238 -1.70239
C -0.47688 2.02633 -3.94978
C 0.61473 1.20043 -3.23895
H -1.86469 -0.67946 -2.54557
H -0.90588 -0.75477 -3.84109
H -0.53478 3.08022 -3.70829
H -0.69885 1.76127 -4.97693
H 1.25968 1.72590 -2.54322
H 1.09989 0.41955 -3.81317
F -0.93895 -3.10203 1.26028
C -0.09746 -2.72953 0.15585
F 1.17439 -3.20883 0.56886
C -0.48723 -3.79093 -0.87967
F 0.29337 -3.70758 -1.97686
F -1.75909 -3.61611 -1.30276
F -0.40959 -5.07620 -0.46069
Cl -1.84578 5.60672 0.02770
C -1.09959 4.00286 -0.23546
Cl -1.01940 3.05993 1.29321
H -0.08001 4.16230 -0.55809
H -1.66017 3.39358 -0.94305
```

E_HOMO in eV: -4.1
Net charge: -1
E_LUMO in eV: 2.24
DFT total energy in eV: -142699.44526
Multiplicity: 1
Energy relative to the best compared isomer or geometry (same formula, charge and spin) in eV: 0.1948